[1]
The following is a DFT calculation (ωB97M-V with the def2-TZVPD basis set) of 3 unconnected molecules or ions with the total composition C22H52N2O4P.

Each line ends with the Löwdin charge.
Atoms and positions in Å:
C1 1.21 -2.89 7.67  0.056
C2 1.50 -2.29 6.52  -0.160
C3 0.65 -2.48 5.28  -0.135
N1 0.87 -1.42 4.25  -0.222
C4 2.26 -1.41 3.68  -0.129
C5 2.58 -2.63 2.82  -0.137
C6 3.90 -2.34 2.10  -0.250
O1 4.89 -1.81 2.95  -0.041
O2 -0.12 -1.37 3.23  -0.094
C7 -0.71 -2.62 2.82  -0.163
C8 -2.07 -2.93 3.47  -0.153
C9 -2.12 -4.24 4.27  -0.232
C10 -2.60 -4.05 5.73  -0.092
P1 0.66 0.24 5.07  0.545
N2 1.97 0.77 5.68  -0.095
O3 0.00 1.16 3.96  -0.083
O4 -0.52 -0.10 6.04  -0.072
H1 0.78 -3.88 7.69  0.077
H2 1.47 -2.38 8.59  0.077
H3 2.38 -1.66 6.47  0.092
H4 -0.39 -2.47 5.58  0.102
H5 0.84 -3.46 4.85  0.133
H6 2.33 -0.53 3.05  0.131
H7 2.97 -1.35 4.49  0.114
H8 2.74 -3.49 3.48  0.125
H9 1.83 -2.84 2.06  0.104
H10 3.69 -1.56 1.35  0.121
H11 4.24 -3.22 1.55  0.129
H12 5.32 -2.53 3.42  0.104
H13 -0.87 -2.48 1.75  0.116
H14 -0.04 -3.48 2.87  0.111
H15 -2.83 -2.91 2.70  0.117
H16 -2.28 -2.08 4.12  0.110
H17 -1.15 -4.74 4.25  0.093
H18 -2.84 -4.89 3.79  0.106
H19 -2.04 -4.70 6.40  0.071
H20 -2.48 -3.02 6.06  0.060
H21 -3.66 -4.31 5.82  0.077
H22 2.22 1.65 5.26  0.028
H23 0.54 1.23 3.16  0.093
H24 -0.90 0.72 6.41  0.126
C11 0.13 3.16 -2.62  -0.097
C12 -0.69 2.31 -1.66  -0.262
C13 0.03 2.01 -0.35  -0.234
C14 1.32 1.21 -0.49  -0.226
C15 1.17 -0.14 -1.19  -0.255
C16 0.26 -1.10 -0.43  -0.110
H25 1.05 2.66 -2.92  0.069
H26 -0.44 3.36 -3.53  0.060
H27 0.39 4.12 -2.17  0.080
H28 -0.98 1.37 -2.15  0.100
H29 -1.62 2.83 -1.43  0.108
H30 -0.66 1.48 0.32  0.095
H31 0.26 2.96 0.15  0.110
H32 1.75 1.05 0.51  0.092
H33 2.06 1.81 -1.03  0.106
H34 2.16 -0.59 -1.28  0.105
H35 0.81 -0.01 -2.21  0.105
H36 0.64 -1.26 0.58  0.041
H37 0.20 -2.07 -0.93  0.080
H38 -0.76 -0.71 -0.35  0.075
C17 -3.53 4.18 -8.95  -0.111
C18 -2.49 3.09 -9.17  -0.269
C19 -2.23 2.24 -7.92  -0.230
C20 -1.67 3.01 -6.72  -0.237
C21 -0.37 3.76 -6.98  -0.271
C22 0.79 2.84 -7.35  -0.109
H39 -3.22 4.90 -8.18  0.064
H40 -3.70 4.75 -9.87  0.070
H41 -4.49 3.75 -8.64  0.075
H42 -1.55 3.54 -9.52  0.098
H43 -2.83 2.44 -9.97  0.105
H44 -1.54 1.43 -8.19  0.101
H45 -3.16 1.76 -7.62  0.109
H46 -1.52 2.30 -5.90  0.100
H47 -2.42 3.72 -6.37  0.101
H48 -0.10 4.31 -6.07  0.095
H49 -0.50 4.51 -7.76  0.100
H50 0.98 2.11 -6.56  0.070
H51 1.71 3.41 -7.49  0.070
H52 0.60 2.30 -8.28  0.066

The calculation puts the max |F| at 1.7 eV/Å. The HOMO energy is -12.13 eV. As for the charge: +1. As for the molecular weight: 439.642 g mol⁻¹. The value obtained for the orbital gap is 9.70 eV.



[2]
The following is a DFT calculation (ωB97M-V with the def2-TZVPD basis set) of 6 unconnected molecules or ions with the total composition C22H52N7O6.

Each line ends with the Löwdin charge.
Atoms and positions in Å:
C1 2.36 -3.13 -2.57  -0.092
C2 2.31 -4.66 -2.65  -0.225
C3 1.57 -5.34 -1.48  -0.197
N1 0.27 -5.95 -1.80  -0.009
C4 -0.68 -5.13 -2.47  -0.299
C5 -1.97 -5.87 -2.78  -0.138
O1 -2.85 -5.09 -3.56  -0.094
C6 -2.80 -3.70 -3.25  -0.161
C7 -2.42 -3.47 -1.81  -0.094
N2 -1.04 -4.00 -1.53  0.131
H1 1.48 -2.71 -2.07  0.051
H2 2.44 -2.68 -3.56  0.077
H3 3.22 -2.80 -1.99  0.076
H4 3.33 -5.04 -2.66  0.107
H5 1.88 -4.98 -3.61  0.103
H6 1.44 -4.63 -0.66  0.114
H7 2.19 -6.14 -1.08  0.122
H8 0.40 -6.83 -2.29  0.133
H9 -0.32 -4.65 -3.39  0.161
H10 -1.74 -6.78 -3.33  0.145
H11 -2.43 -6.17 -1.83  0.141
H12 -3.79 -3.28 -3.42  0.142
H13 -2.10 -3.21 -3.92  0.133
H14 -3.11 -4.00 -1.15  0.145
H15 -2.43 -2.42 -1.52  0.107
H16 -0.99 -4.36 -0.57  0.184
H17 -0.37 -3.23 -1.59  0.147
C8 -2.29 -0.55 0.61  -0.333
O2 -1.85 -1.68 0.40  -0.043
N3 -3.11 -0.23 1.60  -0.175
C9 -3.59 1.13 1.78  -0.030
C10 -3.52 -1.26 2.55  -0.025
H18 -2.03 0.31 -0.03  0.141
H19 -3.27 1.53 2.74  0.091
H20 -4.68 1.18 1.72  0.097
H21 -3.17 1.76 0.99  0.083
H22 -2.65 -1.68 3.04  0.095
H23 -4.05 -2.06 2.04  0.091
H24 -4.17 -0.81 3.29  0.092
C11 -0.99 3.91 1.24  -0.355
O3 -1.78 4.63 1.84  -0.005
N4 -0.16 3.04 1.82  -0.185
C12 0.74 2.20 1.06  -0.051
C13 -0.14 2.94 3.27  -0.043
H25 -0.93 3.93 0.13  0.130
H26 0.55 1.15 1.25  0.082
H27 1.78 2.40 1.32  0.095
H28 0.61 2.41 0.00  0.084
H29 -1.13 2.66 3.65  0.081
H30 0.12 3.90 3.72  0.098
H31 0.57 2.18 3.57  0.050
C14 -2.06 6.51 -2.28  -0.356
O4 -1.74 5.33 -2.24  -0.014
N5 -2.91 7.09 -1.41  -0.194
C15 -3.25 8.49 -1.48  -0.058
C16 -3.48 6.25 -0.37  -0.032
H32 -1.67 7.20 -3.04  0.132
H33 -2.96 9.01 -0.57  0.091
H34 -4.32 8.62 -1.63  0.089
H35 -2.73 8.95 -2.32  0.082
H36 -2.68 5.81 0.23  0.054
H37 -4.05 5.44 -0.82  0.093
H38 -4.12 6.85 0.27  0.091
C17 5.24 0.32 -2.77  -0.355
O5 5.24 -0.25 -1.69  0.005
N6 5.61 -0.27 -3.93  -0.200
C18 5.54 0.41 -5.20  -0.058
C19 6.08 -1.65 -3.86  -0.040
H39 4.92 1.36 -2.90  0.134
H40 4.87 -0.11 -5.89  0.088
H41 6.52 0.47 -5.67  0.091
H42 5.17 1.42 -5.05  0.084
H43 5.32 -2.27 -3.39  0.070
H44 6.98 -1.72 -3.26  0.097
H45 6.28 -2.00 -4.87  0.088
C20 1.39 -0.20 5.63  -0.341
O6 1.29 0.34 4.54  -0.010
N7 1.15 0.41 6.80  -0.192
C21 1.29 -0.27 8.07  -0.053
C22 0.75 1.81 6.78  -0.034
H46 1.69 -1.25 5.74  0.134
H47 0.35 -0.28 8.62  0.091
H48 2.05 0.22 8.69  0.093
H49 1.60 -1.30 7.90  0.083
H50 -0.19 1.93 6.23  0.087
H51 1.51 2.42 6.30  0.097
H52 0.60 2.15 7.80  0.089

The calculation puts the max |F| at 0.4 eV/Å. The HOMO energy is -10.42 eV. As for the charge: +1. As for the molecular weight: 510.701 g mol⁻¹. Its relative energy (zero: lowest compared OMol25 entry of this formula, charge and spin) is 0.000 eV. The value obtained for the orbital gap is 8.36 eV.



[3]
The following is a DFT calculation (ωB97M-V with the def2-TZVPD basis set) of 4 unconnected molecules or ions with the total composition C22H53B2BrO11.

Each line ends with the Löwdin charge.
Atoms and positions in Å:
C1 -0.69 -3.38 3.06  -0.073
C2 -0.90 -2.00 2.32  -0.245
O1 -1.63 -1.02 3.09  -0.017
B1 -3.03 -1.30 3.17  -0.529
O2 -3.59 -1.43 4.50  0.093
B2 -4.11 -1.43 1.91  -0.523
Br1 -3.77 -0.35 0.24  0.748
C3 -5.42 -2.39 2.03  -0.238
C4 -5.15 -3.73 2.86  -0.126
H1 0.18 -3.40 3.78  0.080
H2 -1.59 -3.77 3.61  0.076
H3 -0.45 -4.15 2.25  0.087
H4 -1.33 -2.21 1.30  0.109
H5 0.13 -1.56 2.14  0.132
H6 -2.98 -0.96 5.11  0.111
H7 -5.77 -2.70 1.00  0.097
H8 -6.20 -1.77 2.57  0.123
H9 -4.13 -4.17 2.72  0.074
H10 -5.26 -3.47 3.96  0.079
H11 -5.97 -4.47 2.62  0.081
C5 -0.67 -0.89 -3.50  -0.106
O3 0.53 -0.34 -2.98  -0.202
C6 0.32 0.28 -1.72  -0.196
C7 1.65 0.44 -0.98  -0.173
O4 2.08 -0.75 -0.33  -0.143
C8 2.59 -1.78 -1.19  -0.173
C9 3.99 -1.47 -1.71  -0.193
O5 3.91 -0.57 -2.82  -0.200
C10 5.12 0.13 -3.01  -0.104
H12 -1.42 -0.11 -3.65  0.087
H13 -0.44 -1.36 -4.46  0.088
H14 -1.06 -1.66 -2.82  0.086
H15 -0.36 -0.31 -1.10  0.114
H16 -0.12 1.27 -1.90  0.128
H17 1.50 1.17 -0.18  0.126
H18 2.42 0.85 -1.63  0.121
H19 1.89 -2.01 -1.99  0.121
H20 2.66 -2.67 -0.55  0.126
H21 4.45 -2.40 -2.08  0.128
H22 4.60 -1.05 -0.91  0.110
H23 5.35 0.75 -2.13  0.072
H24 5.00 0.80 -3.86  0.090
H25 5.95 -0.56 -3.21  0.090
C11 -5.72 2.57 -0.26  -0.127
O6 -6.65 2.12 -1.23  -0.202
C12 -6.94 0.73 -1.12  -0.221
C13 -8.24 0.40 -1.83  -0.173
O7 -9.40 0.72 -1.06  -0.133
C14 -9.72 2.11 -0.96  -0.176
C15 -10.33 2.68 -2.23  -0.199
O8 -9.31 2.97 -3.18  -0.205
C16 -9.80 3.00 -4.50  -0.113
H26 -4.75 2.05 -0.37  0.012
H27 -5.56 3.64 -0.41  0.089
H28 -6.11 2.41 0.75  0.090
H29 -7.02 0.44 -0.06  0.121
H30 -6.12 0.18 -1.58  0.096
H31 -8.28 -0.68 -1.97  0.126
H32 -8.29 0.86 -2.82  0.120
H33 -8.87 2.69 -0.62  0.120
H34 -10.48 2.17 -0.17  0.126
H35 -10.84 3.62 -2.00  0.125
H36 -11.04 1.97 -2.65  0.126
H37 -10.21 2.03 -4.78  0.087
H38 -8.97 3.24 -5.17  0.088
H39 -10.57 3.78 -4.61  0.087
C17 5.78 1.16 1.37  -0.103
O9 7.05 0.66 1.74  -0.201
C18 7.37 -0.55 1.05  -0.198
C19 8.87 -0.80 1.10  -0.175
O10 9.60 -0.04 0.13  -0.133
C20 9.75 1.36 0.41  -0.176
C21 10.77 1.64 1.51  -0.199
O11 10.19 1.43 2.79  -0.205
C22 11.16 1.17 3.78  -0.112
H40 4.99 0.43 1.62  0.088
H41 5.60 2.08 1.92  0.090
H42 5.75 1.39 0.30  0.075
H43 7.04 -0.49 0.01  0.116
H44 6.85 -1.37 1.55  0.127
H45 9.05 -1.84 0.83  0.126
H46 9.28 -0.65 2.10  0.121
H47 8.78 1.82 0.62  0.120
H48 10.13 1.80 -0.52  0.126
H49 11.08 2.69 1.45  0.126
H50 11.64 1.00 1.37  0.126
H51 11.72 0.26 3.54  0.087
H52 10.65 1.03 4.73  0.088
H53 11.85 2.02 3.88  0.087

As for the SMILES: CCOB(O)B(Br)CC.COCCOCCOC.COCCOCCOC.COCCOCCOC. The calculation puts the max |F| at 3.2 eV/Å. The HOMO energy is -9.10 eV. As for the charge: 0. As for the molecular weight: 595.183 g mol⁻¹. The value obtained for the orbital gap is 8.56 eV.



[4]
The following is a DFT calculation (ωB97M-V with the def2-TZVPD basis set) of 3 unconnected molecules or ions with the total composition C22H53BClFN4O3P.

Each line ends with the Löwdin charge.
Atoms and positions in Å:
C1 -1.93 4.13 -0.27  -0.077
C2 -3.59 4.10 -0.34  -0.315
N1 -4.25 5.32 -0.13  0.019
C3 -4.50 2.76 -0.59  -0.256
P1 -3.99 1.77 -2.18  0.313
Cl1 -5.82 2.48 -3.06  0.258
C4 -4.59 0.06 -1.62  -0.349
C5 -6.19 -0.25 -1.66  -0.266
C6 -7.07 0.55 -0.49  -0.149
F1 -6.35 0.30 0.81  -0.183
O1 -3.25 3.13 -3.03  -0.424
C7 -2.00 2.49 -3.57  -0.213
C8 -1.31 1.55 -2.40  -0.229
B1 -0.33 0.30 -2.85  -0.364
O2 -0.43 -0.22 -4.23  0.024
N2 0.70 -0.37 -1.93  -0.152
C9 0.05 -1.06 -0.75  -0.112
C10 1.72 0.62 -1.40  -0.136
O3 -2.45 1.22 -1.53  -0.363
H1 -1.62 3.13 0.27  0.075
H2 -1.48 4.19 -1.38  0.081
H3 -1.58 5.10 0.29  0.068
H4 -5.30 5.16 -0.17  0.021
H5 -5.60 3.15 -0.84  0.022
H6 -4.51 2.01 0.31  0.095
H7 -3.78 1.10 -3.48  0.023
H8 -4.07 -0.75 -2.33  0.097
H9 -4.19 -0.19 -0.53  0.093
H10 -6.69 -0.18 -2.73  0.095
H11 -6.31 -1.40 -1.37  0.102
H12 -8.14 0.04 -0.35  0.113
H13 -7.21 1.69 -0.71  0.080
H14 -1.23 3.35 -3.81  0.121
H15 -2.10 1.96 -4.62  0.114
H16 -0.57 2.21 -1.77  0.108
H17 -0.94 -1.10 -4.24  0.128
H18 -1.00 -0.65 -0.44  0.101
H19 0.76 -0.91 0.18  0.091
H20 -0.04 -2.24 -0.90  0.095
H21 2.64 0.11 -0.85  0.094
H22 2.21 1.28 -2.26  0.112
H23 1.23 1.34 -0.59  0.087
C11 4.10 0.96 3.73  -0.096
C12 3.05 1.97 3.28  -0.271
N3 1.67 1.50 3.46  -0.188
C13 0.68 2.32 2.76  -0.251
C14 0.52 3.77 3.21  -0.083
C15 1.30 1.09 4.81  -0.251
C16 1.45 2.11 5.94  -0.093
H24 3.96 -0.01 3.24  0.074
H25 5.10 1.32 3.47  0.070
H26 4.09 0.81 4.82  0.062
H27 3.23 2.15 2.22  0.116
H28 3.22 2.92 3.80  0.095
H29 -0.30 1.83 2.80  0.116
H30 0.95 2.33 1.69  0.094
H31 0.00 3.84 4.17  0.056
H32 -0.08 4.32 2.48  0.062
H33 1.48 4.29 3.30  0.068
H34 1.88 0.20 5.08  0.099
H35 0.26 0.72 4.81  0.117
H36 2.41 2.62 5.90  0.066
H37 1.39 1.60 6.90  0.070
H38 0.65 2.85 5.92  0.054
C17 5.25 -6.02 -0.13  -0.099
C18 4.49 -5.44 -1.32  -0.274
N4 3.04 -5.40 -1.13  -0.191
C19 2.30 -5.15 -2.37  -0.253
C20 2.50 -3.79 -3.05  -0.084
C21 2.56 -4.68 0.05  -0.246
C22 2.96 -3.22 0.19  -0.089
H39 4.87 -7.01 0.14  0.077
H40 6.31 -6.13 -0.39  0.070
H41 5.19 -5.36 0.74  0.063
H42 4.72 -6.09 -2.18  0.115
H43 4.90 -4.45 -1.56  0.096
H44 1.22 -5.29 -2.19  0.111
H45 2.56 -5.93 -3.09  0.105
H46 2.00 -2.99 -2.50  0.044
H47 2.06 -3.82 -4.05  0.074
H48 3.56 -3.54 -3.16  0.068
H49 2.90 -5.22 0.94  0.099
H50 1.47 -4.75 0.10  0.114
H51 4.02 -3.05 0.00  0.069
H52 2.77 -2.89 1.22  0.076
H53 2.38 -2.57 -0.46  0.027

The calculation puts the max |F| at 5.4 eV/Å. The HOMO energy is -4.91 eV. As for the charge: -1. As for the molecular weight: 517.928 g mol⁻¹. The value obtained for the orbital gap is 7.21 eV.



[5]
The following is a DFT calculation (ωB97M-V with the def2-TZVPD basis set) of a molecular structure, C22H53BrNbO4.

Each line ends with the Löwdin charge.
Atoms and positions in Å:
C1 2.57 3.20 -1.74  -0.114
C2 2.66 1.94 -2.67  -0.245
C3 1.27 1.24 -2.61  -0.236
C4 1.07 0.10 -3.67  -0.210
C5 0.15 -1.06 -3.21  -0.219
C6 -1.26 -0.63 -2.71  -0.209
C7 -1.31 -0.09 -1.25  -0.232
C8 -2.60 -0.47 -0.46  -0.199
C9 -2.34 -0.07 1.05  -0.201
C10 -2.84 -1.18 2.04  -0.207
C11 -1.67 -2.18 2.35  -0.214
C12 -0.77 -1.74 3.56  -0.211
C13 0.68 -1.35 3.13  -0.359
C14 1.48 -0.66 4.30  -0.451
Nb1 3.62 -0.22 3.57  0.823
Br1 6.05 0.24 2.55  -0.372
H1 3.41 3.89 -1.94  0.063
H2 2.60 2.92 -0.67  0.073
H3 1.64 3.78 -1.93  0.054
H4 2.95 2.21 -3.70  0.100
H5 3.40 1.27 -2.18  0.110
H6 0.48 2.00 -2.75  0.099
H7 1.15 0.83 -1.59  0.108
H8 0.72 0.58 -4.61  0.106
H9 2.07 -0.34 -3.89  0.106
H10 -0.02 -1.70 -4.10  0.099
H11 0.63 -1.72 -2.45  0.114
H12 -1.75 0.05 -3.44  0.111
H13 -1.89 -1.55 -2.73  0.099
H14 -0.43 -0.52 -0.72  0.104
H15 -1.20 1.01 -1.22  0.108
H16 -3.42 0.21 -0.79  0.107
H17 -2.90 -1.52 -0.54  0.101
H18 -2.71 0.95 1.29  0.103
H19 -1.24 -0.03 1.16  0.084
H20 -3.24 -0.69 2.94  0.098
H21 -3.62 -1.76 1.50  0.094
H22 -2.15 -3.16 2.59  0.091
H23 -1.07 -2.35 1.44  0.099
H24 -1.25 -0.87 4.04  0.101
H25 -0.69 -2.62 4.23  0.104
H26 0.63 -0.63 2.30  0.066
H27 1.27 -2.25 2.87  0.050
H28 1.01 0.29 4.62  0.020
H29 1.54 -1.32 5.19  0.022
H30 3.38 -1.60 2.37  -0.162
H31 4.33 -1.44 4.73  -0.194
H32 3.81 1.10 4.82  -0.190
H33 2.88 0.93 2.33  -0.181
C15 1.39 -7.48 3.13  -0.106
O1 0.48 -8.15 2.27  -0.195
C16 -0.88 -7.93 2.62  -0.209
C17 -1.53 -6.91 1.70  -0.208
O2 -0.99 -5.61 1.90  -0.199
C18 -0.08 -5.25 0.87  -0.103
H34 2.38 -7.56 2.70  0.089
H35 1.14 -6.42 3.24  0.087
H36 1.39 -7.96 4.12  0.086
H37 -0.96 -7.61 3.67  0.125
H38 -1.40 -8.88 2.52  0.120
H39 -2.60 -6.85 1.95  0.123
H40 -1.44 -7.22 0.66  0.124
H41 -0.63 -5.06 -0.06  0.089
H42 0.67 -6.02 0.71  0.086
H43 0.42 -4.33 1.17  0.083
C19 -1.30 8.68 -1.57  -0.111
O3 -1.51 8.62 -2.97  -0.194
C20 -0.32 8.30 -3.68  -0.205
C21 -0.31 6.85 -4.13  -0.205
O4 -0.19 5.97 -3.02  -0.196
C22 -1.43 5.36 -2.69  -0.110
H44 -2.27 8.76 -1.08  0.087
H45 -0.79 7.79 -1.20  0.086
H46 -0.71 9.57 -1.31  0.087
H47 0.57 8.53 -3.09  0.126
H48 -0.30 8.95 -4.57  0.122
H49 0.56 6.69 -4.77  0.124
H50 -1.20 6.62 -4.72  0.125
H51 -1.70 4.62 -3.45  0.088
H52 -2.23 6.09 -2.57  0.083
H53 -1.29 4.84 -1.74  0.090

The calculation puts the max |F| at 2.0 eV/Å. The HOMO energy is -4.98 eV. As for the charge: -1. As for the molecular weight: 554.472 g mol⁻¹. The value obtained for the orbital gap is 7.27 eV.